Record 1
{
  "formula": "C4H13NO2S",
  "method": "ωB97M-V/def2-TZVPD",
  "species": ["C", "O", "H", "H", "H", "H", "N", "C", "H", "S", "C", "H", "H", "H", "H", "H", "H", "O", "H", "C", "H"],
  "positions_angstrom": [[-0.345, -0.139, -1.735], [-1.398, 1.073, 2.441], [-0.105, -1.403, -0.218], [-0.945, -0.849, -2.304], [-0.802, 0.783, -2.075], [1.840, 0.472, -0.397], [-0.483, -0.487, -0.318], [1.372, 1.211, 0.242], [0.441, -0.292, 1.495], [2.365, 1.776, 1.674], [0.125, 0.466, 0.654], [-0.395, -3.922, -2.592], [0.977, 2.128, -0.231], [0.629, -0.058, -2.212], [-1.922, 1.179, 0.637], [-0.748, 2.478, 1.360], [0.439, -4.387, -1.284], [-0.143, -3.743, -1.691], [-1.260, 0.243, 2.795], [-0.983, 1.446, 1.190], [1.343, 2.026, 2.570]],
  "forces_ev_per_angstrom": [[-1.058, -0.125, -0.808], [-1.263, 2.795, 2.779], [0.315, -0.624, 0.253], [0.304, -0.406, -0.003], [-0.408, 0.664, 0.850], [1.101, 0.689, -0.195], [0.545, 1.858, -0.798], [-1.370, 0.528, 0.228], [-0.647, 1.730, -0.972], [-0.340, -0.211, 0.265], [-0.619, -1.679, 1.938], [0.323, -0.666, -0.258], [0.844, -0.530, -0.598], [0.622, -0.483, 0.405], [1.083, 1.287, -0.929], [0.410, 0.685, -1.020], [-0.068, -0.356, -0.680], [-0.227, 1.067, 0.987], [0.787, -2.798, 0.226], [-0.857, -3.155, -0.844], [0.523, -0.273, -0.826]],
  "lowdin_charge": [-0.15, -0.07, 0.07, 0.07, 0.07, 0.07, -0.07, -0.54, 0.16, 0.69, -0.41, 0.03, 0.08, 0.07, 0.13, 0.11, 0.04, -0.05, 0.05, -0.24, -0.12],
  "lumo_ev": 0.6,
  "smiles": "CN[C@H](CO)CS.O",
  "e_above_lowest_kcal_mol": 49.4,
  "homo_energy_ev": -8.8
}

Record 2
{
  "formula": "C4H13NO2S2",
  "method": "ωB97M-V/def2-TZVPD",
  "species": ["H", "H", "H", "C", "H", "H", "H", "C", "H", "S", "N", "S", "H", "C", "H", "H", "C", "H", "H", "H", "O", "O"],
  "positions_angstrom": [[2.980, -3.279, -0.750], [0.920, 2.506, 1.288], [-2.942, -0.485, -2.782], [-0.198, 0.964, 0.342], [-0.827, 0.993, -0.625], [1.771, 1.489, -0.404], [2.333, -3.470, 0.915], [-0.144, 2.392, 1.071], [-3.594, 0.635, -2.124], [1.203, -0.794, -1.239], [-0.719, -0.167, 1.071], [0.637, -2.443, -0.504], [-0.763, 2.394, 1.966], [1.288, 0.579, -0.071], [-1.721, -0.300, 1.051], [-1.453, 3.460, 0.042], [2.065, -3.431, -0.147], [-0.512, 0.027, 2.083], [1.759, -4.457, -0.330], [1.876, 0.262, 0.847], [-3.442, -0.309, -1.971], [-0.518, 3.435, 0.271]],
  "forces_ev_per_angstrom": [[-0.750, 0.527, 0.157], [-0.259, 0.473, 0.482], [-0.094, -0.575, 0.199], [-0.751, -1.085, -2.227], [1.057, 0.477, 1.353], [0.313, -0.238, -0.999], [-0.014, 0.504, -0.074], [0.006, -1.244, -0.019], [-0.412, -0.063, 0.434], [0.694, 2.638, -2.378], [0.463, 1.186, 2.495], [-0.866, -1.594, 0.820], [0.193, -0.449, 0.330], [-0.310, -0.048, 2.780], [-0.170, -0.031, -0.566], [-0.043, -0.229, 0.271], [1.173, -0.986, 0.927], [-0.040, -0.871, -1.050], [-0.370, -0.155, -0.291], [-0.746, 0.279, -0.909], [0.579, 0.678, -0.595], [0.348, 0.804, -1.141]],
  "lowdin_charge": [0.07, 0.12, 0.04, -0.39, 0.15, 0.09, 0.06, -0.22, 0.04, 0.60, 0.06, 0.65, 0.13, -0.43, 0.10, 0.11, -0.40, 0.13, 0.05, 0.12, -0.07, -0.01],
  "charge": 1,
  "lumo_ev": [-2.7, -7.8],
  "multiplicity": 2,
  "homo_energy_ev": [-13.5, -13.4]
}